(1)
# C6H22O7

A 7-piece molecular cluster, C6H22O7 overall at a distorted geometry (the ωB97M-V functional and the def2-TZVPD basis, the OMol25 dataset).

E_tot: -20909.6784 eV
E_HOMO (alpha / beta): -0.51 / -4.01 eV
Kohn-Sham gap (alpha / beta): 3.2 / 6.7 eV
charge: -1
multiplicity: 2

```
35
Properties=species:S:1:pos:R:3:lowdin_spin:R:1
H 0.593 -2.382 -1.036 0.011
H -2.252 1.113 -1.185 0.000
H -0.863 -3.196 0.693 0.004
C 1.885 -3.030 0.531 0.442
C 1.330 0.129 -0.635 0.013
H 0.799 0.438 -1.509 0.002
H -0.972 1.166 3.206 0.000
H 0.388 2.144 -1.731 0.000
O -1.662 -2.771 0.280 0.010
C 0.535 1.964 0.771 0.001
H 2.601 -2.528 1.246 0.047
C 2.297 -1.052 -0.939 0.018
O -2.484 2.458 2.210 0.000
H -2.233 3.097 1.553 0.000
H -2.198 -3.538 0.550 0.001
C 1.668 -2.405 -0.828 0.093
O -0.893 0.488 3.880 0.000
H 2.706 -0.813 -1.925 0.003
H 1.909 0.362 1.417 0.005
H -2.175 2.686 -1.288 0.000
O 1.000 -3.836 0.971 0.294
H -0.081 1.883 1.670 0.000
H 3.158 -0.951 -0.262 0.004
H 1.959 -3.054 -1.672 0.028
O -0.150 2.608 -2.380 0.001
H -0.189 2.058 -0.035 0.000
H -0.718 -0.408 3.622 0.000
H -0.754 -0.922 -1.538 0.002
H -0.953 2.119 -2.573 0.000
O -0.977 -0.720 -2.456 0.006
H 1.102 2.892 0.876 0.000
H -2.931 1.742 1.763 0.000
C 1.358 0.721 0.548 0.012
O -2.653 1.943 -0.927 0.000
H -0.153 -0.408 -2.870 0.000
```

=====

(2)
# C6H22O8

A 5-piece molecular cluster, C6H22O8 overall at a distorted geometry (the ωB97M-V functional and the def2-TZVPD basis, the OMol25 dataset).

E_tot: -22956.0995 eV
E_HOMO: -9.49 eV
Kohn-Sham gap: 9.9 eV
ΔE to the lowest compared entry with this formula, charge and spin: 173.2 kJ/mol
charge: 0
multiplicity: 1

```
36
Properties=species:S:1:pos:R:3:mulliken_charge:R:1
H -0.890 -3.444 -0.956 0.419
H 2.297 1.842 -0.273 0.393
H 0.178 -1.807 -0.360 0.227
H -0.636 -0.547 3.635 0.292
O 0.650 -1.341 -1.052 -0.571
H -4.785 -1.017 4.321 0.317
H -2.735 -1.077 4.524 0.371
H 0.007 -1.241 -2.925 0.306
H 1.183 4.427 -2.047 0.293
H 1.067 -2.657 -2.512 0.304
O 0.478 3.307 -3.492 -0.530
H -2.292 0.462 2.300 0.272
O 1.547 0.582 0.689 -0.666
H 1.029 0.487 1.488 0.264
C 2.182 2.504 -2.045 -0.294
H -1.072 -3.564 -2.638 0.391
H 1.222 -0.107 0.109 0.535
O -0.805 -0.862 2.745 -0.505
H 2.925 2.700 -2.818 0.362
O 4.448 0.959 2.156 -0.667
H -2.992 -2.646 -1.843 0.304
H -3.202 -2.236 3.357 0.254
H 3.643 1.147 1.673 0.356
O 2.727 2.578 -0.714 -0.509
H -2.429 -1.182 1.548 0.122
C 0.234 -2.026 -2.203 -0.376
H 0.134 3.072 -1.561 0.210
C 0.973 3.368 -2.191 -0.329
C -2.147 -0.611 2.433 -0.091
C -1.058 -2.825 -1.837 -0.667
H 1.170 3.773 -3.968 0.316
H 1.769 1.528 -2.299 0.136
H 5.031 0.565 1.508 0.307
C -3.115 -1.160 3.506 -0.536
O -4.501 -0.871 3.416 -0.505
O -2.233 -2.083 -1.676 -0.504
```

=====

(3)
# C6H23AgN10O9

C6H23AgN10O9 as an isolated structure at a distorted geometry (the ωB97M-V functional and the def2-TZVPD basis, the OMol25 dataset).

E_tot: -43918.1650 eV
E_HOMO (alpha / beta): -11.60 / -11.60 eV
Kohn-Sham gap (alpha / beta): 7.4 / 2.9 eV
ΔE to the lowest compared entry with this formula, charge and spin: 0.0 kJ/mol
charge: +1
multiplicity: 2

```
49
Properties=species:S:1:pos:R:3:lowdin_spin:R:1
N -3.632 -0.624 3.363 0.000
N -2.726 -3.500 -0.842 0.000
N 1.560 -2.083 1.660 0.000
O -0.681 1.755 -1.133 0.000
H -3.267 0.015 2.692 0.000
H -2.421 4.470 -0.671 0.000
O -2.449 3.775 -0.006 0.000
C -3.054 -1.878 3.381 0.000
H -3.248 -5.728 0.088 0.000
H 1.678 1.463 0.020 0.000
H -0.625 2.962 -4.655 0.000
N 3.871 -1.890 1.905 0.000
Ag -3.159 1.751 -0.890 0.000
H 1.468 -1.087 1.701 0.000
H 0.130 -0.941 -0.430 0.000
O -1.018 -4.671 -1.844 0.000
H 0.785 -2.690 1.473 0.000
O -3.369 -2.819 4.068 0.000
O -1.717 -0.133 -0.724 0.000
O 0.561 -0.082 -0.644 0.000
O 2.118 4.064 0.356 0.008
N 2.489 1.928 -0.350 0.013
O 1.467 4.378 -4.729 0.670
H 1.262 3.240 -1.769 0.003
H 2.952 1.330 -1.017 0.000
H -3.263 -3.517 0.009 0.000
N 1.534 3.925 -2.480 0.224
H -4.261 -0.407 4.115 0.000
H -2.246 -2.648 -1.087 0.000
N -2.041 -1.914 2.430 0.000
H -1.601 -2.802 2.267 0.000
H -1.885 4.093 0.709 0.000
H -0.397 2.603 -2.934 0.002
C 1.032 3.730 -3.719 0.038
N -2.324 -5.723 -0.302 0.000
H -1.672 -1.072 2.040 0.000
H 4.747 2.741 -0.640 0.000
H -1.848 -6.580 -0.514 0.000
H 4.693 -2.369 2.227 0.000
C 2.839 3.251 -0.211 -0.001
C -0.646 0.525 -0.823 0.000
H 3.691 -0.948 2.198 0.000
C -1.925 -4.622 -1.035 0.000
H 2.345 4.507 -2.320 0.003
H 4.488 4.401 -0.048 0.000
C 2.778 -2.715 1.726 0.000
N -0.045 2.928 -3.831 0.039
O 2.862 -3.927 1.657 0.000
N 4.170 3.535 -0.437 0.001
```

=====

(4)
# C6H23NO6

A 6-piece molecular cluster, C6H23NO6 overall at a distorted geometry (the ωB97M-V functional and the def2-TZVPD basis, the OMol25 dataset).

E_tot: -20368.9393 eV
E_HOMO: -8.98 eV
Kohn-Sham gap: 9.0 eV
ΔE to the lowest compared entry with this formula, charge and spin: 229.4 kJ/mol
charge: 0
multiplicity: 1

```
36
Properties=species:S:1:pos:R:3:mulliken_charge:R:1
C -1.938 -2.961 -0.644 -0.847
N 0.306 -0.982 -1.755 0.023
H -0.663 0.350 2.475 0.393
H -1.796 0.189 -1.929 0.330
O -0.089 3.066 1.466 -0.639
H -1.984 1.163 -0.440 0.087
H -0.168 -3.084 0.407 0.390
H 0.834 0.656 -0.260 -0.624
H -0.307 -0.515 0.308 0.168
C -1.174 0.825 -1.306 -0.292
H -1.780 2.306 -2.804 0.360
H -0.094 2.126 -2.768 0.311
C -0.033 0.038 -0.642 0.622
H 1.769 0.633 3.701 0.328
H -0.129 3.360 2.364 0.276
H -0.250 -4.175 -0.874 0.404
H 4.221 -0.221 0.027 0.282
H 1.384 2.202 1.196 0.339
H -1.010 2.750 1.352 0.306
C -0.447 -3.183 -0.575 -0.595
H 2.721 0.242 0.136 0.291
H 2.823 2.512 1.482 0.250
O 0.997 -3.139 -2.437 -0.636
C -0.960 2.124 -2.048 -1.291
H 0.822 -0.702 -2.552 0.221
O 2.291 1.849 1.142 -0.551
H -2.471 -3.904 -0.514 0.323
H -2.263 -2.123 -0.084 0.213
C 0.445 -2.397 -1.654 0.331
H -2.194 -2.620 -1.756 0.193
O 0.977 0.335 3.258 -0.737
H -0.874 2.962 -1.485 0.336
O -1.411 0.479 1.945 -0.521
O 3.319 -0.536 0.288 -0.608
H 1.360 0.055 2.425 0.278
H -2.233 0.320 2.552 0.288
```

=====

(5)
# C6H24BaFO6

C6H24BaFO6 as an isolated structure at a distorted geometry (the ωB97M-V functional and the def2-TZVPD basis, the OMol25 dataset).

E_tot: -22295.5743 eV
E_HOMO: -10.29 eV
Kohn-Sham gap: 5.6 eV
ΔE to the lowest compared entry with this formula, charge and spin: 665.6 kJ/mol
charge: +1
multiplicity: 1

```
38
Properties=species:S:1:pos:R:3:mulliken_charge:R:1
H -3.958 2.845 -3.355 0.278
O -3.927 0.936 -2.786 -0.460
H 1.882 -5.584 2.047 0.285
F -4.074 1.994 1.837 -0.854
H 0.814 -5.108 3.320 0.285
O -0.554 0.965 4.496 -0.456
H 3.519 -0.643 -0.639 0.288
Ba -1.407 -0.409 0.422 1.765
H -4.831 0.913 -2.464 0.322
C 1.325 -4.730 2.434 -0.624
H -0.423 4.242 0.226 0.208
O -0.026 3.092 -1.292 -0.442
H -4.923 1.709 -4.384 0.284
H -1.042 1.691 4.892 0.300
C -4.009 1.855 -3.808 -0.653
H 0.388 4.981 -1.271 0.270
H 2.124 -4.095 2.818 0.225
H 4.618 -0.234 1.320 0.296
C -0.382 4.329 -0.860 -0.551
H 3.735 1.166 1.038 0.278
C 3.591 0.091 1.153 -0.574
H -1.282 4.736 -1.320 0.240
H 0.412 -0.625 5.301 0.170
C 0.756 -1.669 -4.245 -0.603
C 0.242 0.429 5.524 -0.523
H 0.241 -1.912 -5.174 0.290
H 1.086 -0.631 -4.244 0.236
H -0.083 0.613 6.548 0.291
H 0.114 3.284 -2.222 0.293
H 2.995 -0.209 2.014 0.185
O 0.522 -4.182 1.490 -0.478
H 0.013 -4.885 1.081 0.308
O 2.871 -0.350 0.005 -0.463
H -3.222 1.945 -4.558 0.252
H 1.200 0.937 5.414 0.241
O -0.022 -2.164 -3.230 -0.488
H 0.007 -3.122 -3.290 0.314
H 1.709 -2.199 -4.240 0.265
```